[1]
Formula: C38H80N6O7
Source: the Open Molecules 2025 dataset
Level of theory: ωB97M-V with the def2-TZVPD basis set

Last column: Mulliken charge in e.
Positions of all 131 atoms, in Å:
H: 0.9966 2.7645 0.9442  0.43
O: -6.5442 -0.1731 0.5467  -0.25
H: 0.2219 5.3641 0.5661  0.32
H: 1.4226 7.0889 -1.7480  0.53
C: 3.3950 4.4005 -0.9662  -1.19
C: -4.4939 -1.8600 -0.0378  -1.83
C: -4.2986 -0.3516 -0.1793  1.51
C: -0.2940 5.3377 -2.9790  -1.54
H: -3.0851 1.4716 -2.9587  0.66
H: 2.8789 1.0615 3.0050  -0.07
H: 2.7164 -1.3332 -4.7393  0.45
C: 1.9520 3.2019 0.6517  -2.01
H: 1.9437 -1.2406 3.8826  0.03
H: 1.5545 -0.9368 -7.4968  0.39
N: 1.7481 -1.0337 -4.8174  0.04
O: -0.4171 0.9619 -0.1005  -0.39
H: -1.6943 -2.4917 3.8848  0.60
H: 1.8221 -0.2225 -2.8022  -0.08
H: -3.5795 -2.4487 -0.1116  0.29
H: 3.0980 1.5137 4.7603  0.45
H: -1.7520 -1.8994 7.7887  0.44
H: -6.0687 2.5002 1.2781  0.35
H: 5.9448 -3.7028 0.1880  0.46
H: -2.2809 -2.5634 6.2120  0.36
O: 0.1540 2.8205 -2.0490  -0.11
H: 0.1187 -2.5204 3.6770  0.44
H: 1.9780 4.1436 1.2014  0.42
H: 3.6706 4.3225 -2.0202  0.44
H: -2.4908 -0.4401 -1.4751  -0.14
H: 3.2213 -6.2552 0.0030  0.36
H: -5.0172 -2.2378 0.8407  0.42
N: -5.6426 0.3206 -0.2844  0.81
H: 2.2194 1.1547 -1.1551  -0.15
C: -0.4232 -1.6694 6.0939  -0.73
H: 0.3845 0.8553 5.4931  0.56
H: -0.3733 -5.3674 -0.0275  0.46
C: -1.9448 -0.0877 4.9317  -0.58
H: -4.7617 2.9709 -2.1430  0.46
C: 2.9532 5.8591 -0.7779  -0.70
H: -7.5921 1.1954 -2.1190  0.41
H: -3.0586 2.0662 -1.3097  -0.12
C: 3.9307 -3.2502 -1.8832  -0.84
H: -3.8531 -0.7730 -2.3739  0.57
C: 1.9235 -0.3404 4.4978  -0.12
H: 2.0559 -2.5646 -7.4002  0.34
C: -1.8560 -1.6990 6.7233  -0.71
C: -2.4177 -0.3479 6.3872  -0.49
H: 4.2380 -1.3638 1.1902  0.48
H: 3.7573 -5.3847 -2.1453  0.38
H: -0.5667 6.5634 -0.4770  0.42
C: 2.3483 3.2730 -0.8104  1.74
C: 0.5490 5.1278 -1.6787  1.04
H: 3.8455 0.0692 3.9933  0.40
H: 0.2484 -2.1943 -7.5739  0.35
H: 3.1885 -4.5831 -3.4918  0.52
H: -8.0301 1.4605 -0.5058  0.48
C: -0.2436 5.5253 -0.4048  -1.39
H: -2.5239 -0.4570 4.0854  0.23
H: -1.0052 -1.5269 2.6917  -0.13
H: -1.9552 0.4323 6.9935  0.34
N: -0.6268 -0.9096 4.7880  0.57
H: 1.6045 -6.8497 -0.5257  0.39
C: 2.9659 0.7139 4.0340  -1.03
H: 2.6233 2.6328 1.2980  0.32
H: -1.8929 0.9869 4.7625  0.34
C: 0.4590 0.2063 4.6230  -0.95
C: 2.8288 1.9948 -1.4903  -1.62
C: 4.1017 -1.6312 0.1430  -1.70
H: -5.4340 1.6251 -2.9569  0.45
C: 1.2145 -1.9154 -7.1550  -1.09
C: 1.7809 -4.5323 -1.9049  -0.69
C: -7.3196 1.8073 -1.2578  -1.82
C: 0.8889 -1.9339 -5.6944  0.52
H: 3.8307 1.7347 -1.1452  0.50
H: -3.4643 -0.3334 6.6902  0.37
H: 4.9798 -3.3295 -2.1657  0.60
C: -5.8514 1.7349 -0.7758  1.43
O: 2.3360 -3.3594 1.4886  -0.29
H: 0.3656 0.0582 -3.5934  0.91
C: 3.2269 -4.4672 -2.4075  -0.93
C: 4.9484 -4.1457 0.2284  -1.69
C: 1.1046 -0.7287 -3.4472  -1.00
H: 5.2086 -5.0759 -0.2796  0.36
H: -5.1067 -2.2582 -0.8484  0.51
H: 4.9337 -1.2416 -0.4419  0.48
H: 4.2566 4.1611 -0.3436  0.44
H: 0.1672 0.5772 3.6406  0.34
C: -0.7883 -1.9194 3.6858  -0.98
H: 3.1754 -1.1103 -0.1066  0.25
C: 3.8793 -3.1495 -0.2651  1.23
C: 2.1481 -6.0725 0.0081  -1.59
C: 0.1856 -4.4324 -0.0240  -1.53
N: 2.5716 -3.5999 0.2500  1.34
H: -6.2170 3.7607 0.1363  0.45
H: -2.5688 -0.2439 1.0891  -0.27
H: -1.1687 4.9476 -0.3589  0.32
N: 0.9930 3.6476 -1.4752  0.81
H: 4.7316 -4.4762 1.2446  0.40
C: -5.7014 2.8156 0.3014  -1.35
H: 1.2271 -5.3206 -2.4138  0.56
H: 2.7323 5.9896 0.2823  0.37
H: -0.4582 6.4131 -3.0315  0.41
C: -3.5214 1.3310 -1.9700  -0.07
H: 1.8776 -6.1804 1.0609  0.49
N: 0.2529 -0.0159 0.2790  0.02
H: 2.2738 -0.6914 5.4697  0.54
H: 0.0897 4.9266 -3.9127  0.42
H: 2.1770 5.9169 -2.7819  0.42
C: 1.6594 -4.6470 -0.3483  1.24
H: -3.3264 1.3285 0.8916  0.30
H: -4.6407 3.0670 0.3453  0.21
O: 0.1721 -1.1061 -0.3376  -0.21
H: 0.0676 -2.6270 5.9329  0.33
O: 1.1940 0.0646 1.0865  -0.25
H: -4.0589 0.1042 1.8880  0.67
H: 0.6801 -1.5804 -2.9224  0.05
H: -1.2707 4.8529 -2.9572  0.31
H: 0.0682 -3.8480 0.8882  0.19
H: 1.8667 -0.1804 -5.3570  0.47
C: -3.5317 -0.1211 -1.5604  -0.68
C: -4.9459 1.9019 -2.0224  -1.67
H: 2.9477 2.0488 -2.5722  0.59
H: 3.4286 -2.4107 -2.3672  0.05
H: -0.3678 -3.8290 -0.7446  0.23
H: -7.7475 2.7739 -1.5232  0.44
H: 1.2652 -3.6246 -2.2259  -0.22
H: 3.6997 6.6201 -1.0013  0.46
C: 1.7902 6.0633 -1.7718  -1.21
O: 0.1159 -2.6707 -5.1345  -0.36
H: 0.2227 -1.0045 6.6666  0.49
C: -3.5251 0.2592 0.9481  -1.22

As for the total charge: +4. For the energy relative to the best compared isomer or geometry (same formula, charge and spin), the calculation gives 183.7 kJ/mol. As for the HOMO energy: -17.599 eV. The orbital gap comes out at 6.0 eV.

***

[2]
Formula: C6H13NO
Source: the Open Molecules 2025 dataset
Level of theory: ωB97M-V with the def2-TZVPD basis set

Last column: Mulliken spin population.
Positions of all 21 atoms, in Å:
C: -1.0813 -1.1066 0.1256  0.52
H: 0.6046 -0.7195 -1.1352  0.01
H: 2.8793 -0.7475 0.9108  0.00
H: -1.6279 1.4552 -0.6121  -0.03
O: -2.4927 1.4407 -1.0446  0.07
H: 2.3764 1.7192 0.7959  -0.02
C: 0.6405 0.6526 0.5216  0.13
H: -1.1499 -2.1099 -1.7749  0.01
C: 2.9285 -0.0752 0.0441  0.06
H: -1.0669 1.0498 1.7153  -0.01
H: -1.5261 -1.0787 1.1119  0.04
C: -0.0395 1.3143 1.5258  0.28
H: -2.0744 -2.9779 -0.5492  0.02
H: 2.7887 -0.6559 -0.8601  -0.01
N: 1.9742 1.0063 0.2200  0.03
C: -1.7859 -1.9774 -0.8919  -0.08
H: -2.9845 2.1696 -0.6644  -0.01
H: -2.6938 -1.4849 -1.2687  0.03
H: 3.9292 0.3673 0.0119  -0.03
H: 0.3503 2.1678 2.0690  0.02
C: 0.0513 -0.4095 -0.2506  -0.04

As for the total charge: -1. For the energy relative to the best compared isomer or geometry (same formula, charge and spin), the calculation gives 110.6 kJ/mol. As for the HOMO energy (alpha / beta): 0.288 / -2.480 eV. As for the expectation value of S²: 0.76. The spin multiplicity is 2. The orbital gap (alpha / beta) comes out at 3.8 / 6.5 eV.